{"formula": "C34H59ClIO14PS5", "method": "ωB97M-V/def2-TZVPD", "elements": ["C", "C", "C", "C", "C", "C", "C", "O", "C", "O", "C", "C", "C", "C", "I", "C", "P", "O", "Cl", "C", "O", "H", "H", "H", "H", "H", "H", "H", "H", "H", "H", "H", "H", "H", "H", "H", "H", "H", "H", "H", "O", "S", "O", "C", "C", "C", "C", "H", "H", "H", "H", "H", "H", "H", "H", "O", "S", "O", "C", "C", "C", "C", "H", "H", "H", "H", "H", "H", "H", "H", "O", "S", "O", "C", "C", "C", "C", "H", "H", "H", "H", "H", "H", "H", "H", "O", "S", "O", "C", "C", "C", "C", "H", "H", "H", "H", "H", "H", "H", "H", "O", "S", "O", "C", "C", "C", "C", "H", "H", "H", "H", "H", "H", "H", "H"], "xyz": [[5.72241, -5.61463, 2.47441], [5.59786, -5.28829, 0.96947], [4.18050, -4.84080, 0.51249], [3.48334, -3.84315, 1.46149], [4.17641, -2.45861, 1.24894], [1.96118, -3.77105, 1.26258], [1.22639, -4.86254, 1.38788], [1.73054, -6.09535, 1.68807], [-0.29496, -4.77722, 1.20188], [-0.87960, -5.66100, 0.66790], [-0.94033, -3.49608, 1.71360], [-2.34382, -3.60877, 2.27445], [-3.30829, -3.99705, 1.09325], [-4.00801, -5.35583, 1.30896], [-5.69631, -5.05295, 2.61949], [-0.21554, -2.39443, 1.62464], [-0.93817, -0.78440, 2.24960], [0.28207, 0.30971, 2.16230], [-1.35033, -1.00018, 4.30270], [1.20368, -2.50105, 0.96095], [1.59375, -1.63019, 0.25138], [4.79161, -6.01763, 2.89263], [6.54419, -6.31965, 2.65347], [5.98591, -4.69165, 3.01645], [5.81380, -6.22365, 0.42499], [6.35076, -4.57306, 0.60916], [4.31292, -4.31425, -0.44953], [3.59751, -5.73947, 0.28407], [3.62877, -4.07019, 2.53100], [3.87368, -1.71449, 1.99357], [5.26164, -2.63166, 1.25402], [3.91821, -2.10915, 0.24107], [1.80363, -6.18031, 2.65050], [-2.35290, -4.40405, 3.03563], [-2.71869, -2.68467, 2.72041], [-4.04820, -3.20747, 0.91478], [-2.74170, -4.09652, 0.15541], [-3.32185, -6.10792, 1.71372], [-4.31599, -5.74440, 0.33090], [-0.12672, 1.11394, 1.79883], [-2.06065, 4.97998, -0.05623], [-1.15865, 4.36269, 0.88233], [-0.93761, 2.93404, 0.89433], [0.41458, 5.19601, 0.79122], [0.29498, 6.33637, 1.79645], [-0.38839, 5.73571, 3.03140], [-1.58398, 4.91241, 2.53743], [0.59234, 5.53172, -0.22600], [1.18572, 4.48623, 1.09033], [1.26994, 6.75825, 2.03788], [-0.32651, 7.13520, 1.38349], [0.31526, 5.08544, 3.55629], [-0.70622, 6.50664, 3.73306], [-1.76791, 4.04430, 3.16708], [-2.48706, 5.51679, 2.46737], [-1.04713, -2.02890, -3.89020], [-1.70452, -1.16778, -2.93647], [-2.90800, -1.57379, -2.24648], [-0.49756, -0.62335, -1.73541], [0.08226, 0.64782, -2.34977], [-1.10723, 1.42781, -2.91549], [-1.97018, 0.43545, -3.69735], [0.24023, -1.40206, -1.57359], [-1.02064, -0.40248, -0.80327], [0.63253, 1.22932, -1.60991], [0.77032, 0.39038, -3.15956], [-1.68572, 1.85612, -2.09307], [-0.78694, 2.25183, -3.55270], [-3.02605, 0.68755, -3.64221], [-1.65975, 0.36879, -4.73816], [2.60823, -4.22974, 6.57425], [1.95368, -3.20013, 7.34438], [2.56370, -1.91450, 7.56793], [0.30688, -2.96368, 6.69177], [-0.55106, -3.96270, 7.46055], [-0.08906, -3.87400, 8.92002], [1.44380, -3.89876, 8.91804], [0.30874, -3.13324, 5.61765], [0.00754, -1.93869, 6.90884], [-1.61265, -3.73919, 7.35750], [-0.37986, -4.97304, 7.08022], [-0.44174, -2.93673, 9.35676], [-0.49387, -4.68744, 9.52186], [1.86115, -3.30118, 9.72533], [1.82840, -4.91611, 8.97297], [4.01973, 4.13317, -3.33148], [2.96566, 5.00828, -2.88947], [2.43164, 4.93938, -1.54932], [3.43921, 6.69541, -3.24504], [2.92645, 6.94015, -4.66034], [1.52516, 6.31879, -4.71034], [1.61686, 4.92858, -4.07115], [4.51785, 6.80165, -3.15100], [2.93395, 7.34077, -2.52588], [2.90666, 8.00300, -4.89942], [3.57698, 6.44309, -5.38408], [0.83070, 6.94086, -4.14085], [1.14679, 6.25704, -5.73004], [0.70005, 4.66021, -3.54985], [1.86228, 4.16396, -4.80661], [-2.77852, 2.62045, -5.70093], [-3.70225, 3.39868, -6.48950], [-3.60042, 4.83294, -6.58160], [-3.76338, 2.70792, -8.13727], [-4.85736, 1.64787, -8.06172], [-5.99814, 2.28190, -7.25706], [-5.37556, 2.94649, -6.02373], [-2.78860, 2.30444, -8.40331], [-4.03776, 3.51021, -8.82248], [-5.18427, 1.34022, -9.05443], [-4.48471, 0.76312, -7.53958], [-6.49907, 3.03626, -7.86834], [-6.74710, 1.54478, -6.96921], [-5.91715, 3.84193, -5.72749], [-5.31422, 2.25561, -5.18399]], "total_energy_ev": -148966.27324, "total_charge": 0, "gap_ev": 7.9776, "molar_mass_g_mol": 1045.50, "lumo_energy_ev": -0.62, "homo_ha": -0.316, "smiles": "CCC[C@@H](C)C1=C(O)C(=O)C(CCCI)=C(P(O)Cl)C1=O.O=S1(=O)CCCC1.O=S1(=O)CCCC1.O=S1(=O)CCCC1.O=S1(=O)CCCC1.O=S1(=O)CCCC1"}